No. 1
Molecular formula: C3H12N2OS
Method: DFT, wB97M-V/def2-TZVPD

Each line ends with the Mulliken charge.
Atoms and positions in Å:
N 2.45991 0.18110 -0.41020  -0.629
C 1.24488 0.83602 -0.93373  -0.760
C 0.02328 0.07217 -0.41574  0.290
N -0.08170 -1.15741 -1.20560  -0.653
C -1.25692 0.92194 -0.45878  -0.909
S -2.66179 0.08591 0.36000  -0.215
H 3.25448 0.55224 -0.92795  0.218
H 2.38571 -0.79093 -0.69359  0.259
H 1.22657 1.86845 -0.58186  0.417
H 1.23202 0.80446 -2.02930  0.315
H 0.25826 -0.15474 0.62606  0.265
H -0.49910 -0.90354 -2.09539  0.271
H -0.74949 -1.77111 -0.75589  0.278
H -1.05870 1.91006 -0.05273  0.379
H -1.58308 1.00181 -1.49803  0.342
H -2.47939 0.73472 1.53512  0.127
O 2.40036 -0.94028 2.33049  -0.676
H 2.45715 -0.35735 3.08698  0.314
H 2.68328 -0.35465 1.58380  0.366

Cartesian forces, eV/Å:
0.0 0.3 -0.5
0.0 -0.3 0.3
0.2 0.5 -0.2
-0.1 0.1 0.4
0.3 -0.7 -0.4
0.3 0.7 0.5
0.0 -0.1 0.2
0.1 -0.2 0.1
0.0 0.0 -0.1
-0.1 0.3 0.0
-0.2 -0.3 0.0
0.1 -0.1 -0.2
0.0 -0.2 0.0
-0.3 0.1 0.1
0.1 0.3 0.0
-0.2 -0.4 -0.2
0.3 0.6 -0.7
0.0 0.0 0.4
-0.4 -0.6 0.3

Summary:
SMILES string	NC[C@H](N)CS.O
net charge	0
highest occupied orbital energy	-9.21	eV
energy above the lowest of the compared OMol25 structures with the same formula, charge and spin	8.2	kJ/mol
2S+1	1

No. 2
Molecular formula: C17H9F9NO5S3
Method: DFT, wB97M-V/def2-TZVPD

Each line ends with the Mulliken charge.
Atoms and positions in Å:
F 3.42118 -0.80732 -3.38406  -0.236
C 2.80371 -0.82061 -2.18793  0.572
F 2.26223 -2.04730 -2.01116  -0.245
F 3.72712 -0.61801 -1.21613  -0.240
S 1.43868 0.45663 -2.09664  1.115
C 0.30944 -0.27029 -0.93357  -1.718
C -1.05529 -0.10744 -1.46487  1.091
C -1.44851 1.15446 -2.03870  0.005
C -2.63405 1.28589 -2.73926  -1.288
C -3.42909 0.15566 -2.93992  0.270
C -4.66505 0.21323 -3.79537  0.762
F -4.93593 -0.98811 -4.39534  -0.279
F -5.77075 0.50465 -3.01942  -0.262
F -4.61916 1.13348 -4.79996  -0.276
C -3.11723 -1.05004 -2.33286  -0.724
C -1.97028 -1.18069 -1.56327  -0.567
O 2.05797 1.68720 -1.65502  -0.652
O 0.84695 0.37412 -3.40541  -0.674
H 0.68787 -1.23624 -0.61954  1.001
H -0.82745 2.05947 -1.92889  0.333
H -2.98770 2.25946 -3.08353  0.325
H -3.83283 -1.87279 -2.42058  0.347
H -1.76197 -2.11727 -1.03652  0.395
F 1.88678 -1.42124 6.15795  -0.204
C 1.97952 -2.60082 5.49395  0.671
F 3.29107 -2.84225 5.21103  -0.191
F 1.54659 -3.59045 6.33980  -0.229
S 1.05074 -2.78471 3.86645  -0.074
N 1.09982 -1.10654 3.18254  -0.113
C 2.28725 -0.45467 2.71151  0.343
O 3.41763 -0.68055 3.08844  -0.615
C 1.78461 0.61856 1.83792  0.127
C 0.43841 0.53725 1.56886  0.608
C -0.32591 1.65171 1.23167  -0.589
C 0.38473 2.82567 0.97780  -0.294
C 1.76896 2.89542 1.14378  -0.793
C 2.47992 1.79474 1.58599  -0.314
S -0.23087 -1.01063 2.11899  1.298
O -0.15318 -2.15042 1.22588  -0.600
O -1.45091 -0.72225 2.82088  -0.728
H -1.41855 1.54706 1.15004  0.393
H -0.15839 3.70609 0.62360  0.390
H 2.27690 3.83495 0.93852  0.380
H 3.54500 1.78496 1.79234  0.477

Cartesian forces, eV/Å:
-0.2 0.1 0.7
0.1 -0.2 0.4
0.7 0.4 -0.2
-0.4 -0.3 -0.6
-1.5 -1.0 1.5
0.1 0.7 -1.6
1.0 0.1 -0.4
-0.1 -0.1 0.5
-0.1 -0.3 0.2
-0.4 0.3 -0.8
-0.1 -0.2 0.4
0.0 0.8 0.3
0.4 0.0 -0.8
-0.1 -0.4 0.8
-0.1 -0.3 0.6
-0.1 0.2 0.2
0.2 -0.1 -0.4
0.6 0.6 -0.9
-0.4 0.1 -0.2
-0.2 -0.7 0.1
0.3 -0.3 -0.2
0.4 0.1 0.0
0.1 0.3 -0.3
0.0 -1.2 -1.0
0.4 0.0 -0.3
-1.1 0.3 0.9
0.4 0.9 -1.0
0.7 1.5 0.4
0.1 -2.8 1.5
0.5 -0.3 -0.1
-1.3 0.0 -0.2
0.4 0.4 0.3
-0.8 0.4 -0.4
0.1 0.1 0.0
-0.8 -0.2 0.1
0.3 0.1 -0.2
0.0 -0.1 0.1
0.0 0.9 -0.3
-0.2 0.9 1.0
0.4 -0.5 -0.1
0.7 0.3 -0.1
0.2 -0.3 0.2
0.0 -0.2 0.0
-0.1 0.3 0.0

Summary:
net charge	-1
highest occupied orbital energy	-3.88	eV
energy above the lowest of the compared OMol25 structures with the same formula, charge and spin	51.2	kJ/mol
2S+1	1